Record 1
DFT (ωB97M-V with the def2-TZVPD basis set) results for a structure of composition C2H5Br2NO4S2.

Structure (XYZ):
```
16
Properties=species:S:1:pos:R:3:lowdin_charge:R:1
C 2.403 0.261 0.443 -0.121
C -0.540 -0.030 0.026 -1.487
N -3.113 -0.102 -0.478 -0.119
O 0.935 -1.333 1.805 -0.339
O 0.398 1.047 2.161 -0.291
O -2.225 -1.123 1.681 -0.270
O -2.436 1.252 1.492 -0.293
S 0.800 0.006 1.284 0.482
S -2.175 0.015 0.849 0.370
Br -0.603 -1.595 -0.910 0.873
Br -0.392 1.592 -0.928 0.814
H 2.624 1.308 0.487 0.055
H 2.887 -0.204 1.333 0.075
H 2.654 -0.376 -0.388 0.071
H -3.734 -0.788 -0.294 0.017
H -3.641 0.786 -0.877 0.164
```

As for the molecular weight: 331.007 g mol⁻¹. The HOMO-LUMO gap is 0.3880 Ha. The value obtained for the energy relative to the best compared isomer or geometry (same formula, charge and spin) is 6.3 kcal per mole.


Record 2
DFT (ωB97M-V with the def2-TZVPD basis set) results for a structure of composition C17H13MnN7O8Se.

Structure (XYZ):
```
47
Properties=species:S:1:pos:R:3:lowdin_charge:R:1
Mn 0.688 -0.603 -0.629 0.742
O 4.579 0.141 -0.117 0.077
C 3.390 0.323 -0.251 -0.548
O 2.539 -0.657 -0.485 -0.138
C 2.842 1.735 -0.175 -0.032
C 3.783 2.748 -0.050 0.073
C 3.407 4.074 0.014 -0.138
C 2.073 4.446 -0.038 0.075
C 1.154 3.448 -0.133 -0.082
C 1.469 2.074 -0.221 -0.261
O 0.476 1.249 -0.358 -0.141
N -0.278 3.788 -0.171 -0.356
O -0.709 4.304 -1.188 0.085
O -0.950 3.504 0.800 0.095
N 4.423 5.118 0.134 -0.357
O 5.591 4.779 0.147 0.076
O 4.043 6.277 0.172 0.061
H 4.827 2.472 -0.008 0.133
H 1.785 5.488 0.000 0.139
N -0.802 -1.278 0.542 0.158
C -1.520 -1.600 1.383 -0.182
N -2.370 -1.939 2.331 -0.073
C -2.106 -1.511 3.720 -0.095
C -1.481 -2.660 4.486 -0.181
O -2.297 -3.816 4.403 -0.120
C -2.436 -4.263 3.068 -0.186
C -3.117 -3.205 2.222 -0.101
H -3.062 -1.237 4.166 0.134
H -1.459 -0.637 3.705 0.138
H -1.390 -2.409 5.541 0.133
H -0.481 -2.874 4.086 0.133
H -3.034 -5.173 3.096 0.132
H -1.451 -4.500 2.643 0.132
H -4.126 -3.023 2.591 0.133
H -3.169 -3.500 1.176 0.134
Se 0.874 -3.532 -4.534 1.172
N -0.301 -2.567 -5.431 -0.229
C -0.687 -1.608 -4.610 -0.387
C -1.644 -0.584 -4.901 0.011
C -1.920 0.306 -3.927 -0.024
C -1.263 0.236 -2.657 -0.067
N -0.384 -0.671 -2.341 0.018
C -0.079 -1.619 -3.298 -0.433
N 0.781 -2.583 -3.048 -0.214
H -2.114 -0.547 -5.876 0.124
H -2.630 1.107 -4.086 0.116
H -1.461 0.982 -1.896 0.123
```

Its multiplicity is 2. As for the expectation value of S²: 1.16. As for the molecular weight: 577.230 g mol⁻¹. The HOMO-LUMO gap (alpha / beta) is 0.2288 / 0.2261 Ha. The value obtained for the energy relative to the best compared isomer or geometry (same formula, charge and spin) is 5.5 kcal per mole.


Record 3
DFT (ωB97M-V with the def2-TZVPD basis set) results for a cluster of 7 separate species, H14O7 in total.

Structure (XYZ):
```
21
Properties=species:S:1:pos:R:3:lowdin_charge:R:1
O 38.278 1.745 53.146 0.203
H 38.954 1.833 52.374 0.160
H 37.500 1.158 53.161 0.098
H 37.841 2.615 53.325 0.079
O 37.543 4.348 52.868 -0.440
H 36.775 4.816 52.471 -0.058
O 39.617 4.351 54.688 -0.082
H 38.876 4.640 54.169 -0.050
H 40.241 4.980 54.326 0.021
O 35.724 2.892 51.373 -0.063
H 35.532 3.533 50.631 0.099
H 36.385 3.372 51.806 -0.076
O 35.379 0.192 50.965 -0.100
H 35.445 -0.308 51.743 -0.057
H 35.434 1.191 51.122 0.014
O 39.229 2.108 50.548 -0.133
H 39.141 1.206 49.898 0.177
H 39.451 2.854 49.941 0.067
O 36.553 -0.455 53.312 -0.031
H 36.174 -0.686 54.139 0.060
H 37.046 -1.237 52.956 0.112
```

As for the molecular weight: 126.105 g mol⁻¹. The HOMO-LUMO gap is 0.3017 Ha. The value obtained for the energy relative to the best compared isomer or geometry (same formula, charge and spin) is 97.4 kcal per mole.


Record 4
DFT (ωB97M-V with the def2-TZVPD basis set) results for a cluster of 2 separate species, C5H10O in total.

Structure (XYZ):
```
16
Properties=species:S:1:pos:R:3:lowdin_charge:R:1
C 2.210 0.065 -0.054 -0.088
C 1.035 -0.454 -0.887 -0.180
C -0.263 -0.512 -0.133 -0.377
O -0.146 -1.210 1.007 0.077
C -2.481 1.097 0.890 0.024
C -1.414 0.048 -0.568 -0.073
H 3.130 0.035 -0.646 0.075
H 2.356 -0.547 0.839 0.074
H 2.044 1.100 0.261 0.081
H 1.253 -1.475 -1.226 0.127
H 0.891 0.159 -1.782 0.115
H -0.988 -1.185 1.488 0.112
H -2.016 0.536 1.735 -0.057
H -1.776 1.937 0.744 -0.043
H -2.418 -0.211 -0.180 0.042
H -1.416 0.617 -1.489 0.092
```

As for the molecular weight: 86.134 g mol⁻¹. The HOMO-LUMO gap is 0.3152 Ha. The value obtained for the energy relative to the best compared isomer or geometry (same formula, charge and spin) is 115.1 kcal per mole.